[1]
# C2FI2O2

A molecular structure, C2FI2O2 at a distorted geometry (ωB97M-V with the def2-TZVPD basis set, OMol25).

```
7
Properties=species:S:1:pos:R:3:forces:R:3:lowdin_charge:R:1
C -1.9388 -0.5848 -0.7253 -0.039 -2.282 2.138 -0.47
C 0.8172 0.4604 0.2271 0.003 0.347 0.010 -1.09
O -1.6616 0.2384 -1.4543 0.011 1.693 -1.745 0.21
O -2.1810 -1.4477 0.0301 -0.099 0.624 -0.563 0.16
F 0.5344 0.0201 1.4692 -0.697 -0.086 0.839 -0.35
I 2.3629 -1.0447 -0.3025 0.707 -0.633 -0.600 0.34
I 2.0668 2.3582 0.7557 0.114 0.336 -0.079 0.21
```
Forces are in eV/Å.

Properties
- E_HOMO: -3.680 eV
- HOMO-LUMO gap: 6.865 eV
- Multiplicity: 1
- Total charge: -1



[2]
# C2FN3O3

A molecular structure, C2FN3O3 at a distorted geometry (ωB97M-V with the def2-TZVPD basis set, OMol25).

```
9
Properties=species:S:1:pos:R:3:forces:R:3:lowdin_charge:R:1
C 1.1651 0.2788 0.0486 -2.821 7.489 0.975 -0.06
C -1.5791 -0.3836 -0.1326 -0.265 -0.169 0.673 -0.65
N 1.7623 -0.7389 -0.0523 2.339 -3.876 -0.746 -0.03
N 2.4074 -1.6388 -0.1842 0.668 -1.464 -0.057 0.31
N 0.4567 1.2869 0.1112 0.627 -3.917 -0.480 -0.05
O 0.3148 2.3919 0.3840 -0.060 1.888 0.323 0.21
O -1.1893 0.7482 -0.5255 1.640 1.114 0.162 0.09
O -2.6180 -0.8406 -0.4044 -1.605 -1.803 -0.091 0.18
F -0.7198 -1.1039 0.7551 -0.522 0.737 -0.758 0.02
```
Forces are in eV/Å.

Properties
- E_HOMO: -10.279 eV
- HOMO-LUMO gap: 7.990 eV
- Multiplicity: 1



[3]
# C2H10BCl2CoO2

A molecular structure, C2H10BCl2CoO2 at a distorted geometry (ωB97M-V with the def2-TZVPD basis set, OMol25).

```
18
Properties=species:S:1:pos:R:3:forces:R:3:mulliken_spin:R:1
Co -0.3442 -0.3100 -0.9406 -0.823 -0.233 -1.931 2.77
B 1.6072 -1.2904 -1.8353 0.000 -0.703 -0.318 0.00
H 2.6360 -1.4859 -1.5756 3.913 -0.318 1.608 0.01
H 1.2358 -0.3230 -1.5346 -0.104 4.082 0.679 0.01
H 1.5450 -1.3416 -2.9113 -0.428 -0.143 -4.036 0.00
H 0.9551 -2.0413 -1.4168 -2.276 -3.264 1.663 0.01
Cl -1.9371 -2.1048 -1.2298 0.404 0.637 0.365 0.07
Cl -0.6222 1.4312 -2.6605 -0.112 -0.345 0.803 0.09
C 0.0128 0.3381 1.8448 1.305 0.381 0.069 0.00
C -1.1241 1.2467 1.4338 0.409 0.005 2.574 0.01
O -1.7033 0.7258 0.3152 -1.061 -0.118 -0.614 0.01
O 0.8947 0.1889 0.7217 -0.536 0.146 0.671 0.03
H -0.2733 -0.6592 2.1788 -0.597 0.039 -0.201 0.00
H 0.6534 0.7378 2.6309 -0.558 0.420 0.403 0.00
H -0.8765 2.3034 1.3330 0.594 0.023 -0.234 0.00
H -1.8380 1.1940 2.2559 -0.182 0.103 0.369 0.00
H -2.6043 1.0566 0.3352 -0.194 -0.423 -1.025 0.00
H 1.7831 0.3337 1.0552 0.247 -0.289 -0.845 0.00
```
Forces are in eV/Å.

Properties
- E_HOMO (spin up / spin down): -5.146 / -5.076 eV
- HOMO-LUMO gap (spin up / spin down): 7.703 / 7.631 eV
- Multiplicity: 4
- Total charge: -1



[4]
# C2H10CsO4

A molecular structure, C2H10CsO4 (ωB97M-V with the def2-TZVPD basis set, OMol25).

```
17
Properties=species:S:1:pos:R:3:forces:R:3:lowdin_charge:R:1
Cs -31.1892 -15.1908 5.2586 -0.338 0.158 -0.426 1.20
O -31.5413 -13.5756 7.9412 0.190 -0.275 -0.484 -0.12
H -31.2659 -14.4601 8.1993 -0.082 0.086 0.544 0.00
H -30.8709 -12.9887 8.3078 -0.057 0.117 0.094 0.06
O -28.3608 -13.6818 4.7078 -0.390 -0.271 0.070 -0.11
H -27.4397 -13.7252 4.4295 0.043 0.096 -0.101 0.06
H -28.4175 -14.3078 5.4346 0.485 0.113 0.152 -0.02
C -32.6699 -18.4867 9.1492 -0.186 0.095 -0.227 -0.24
C -32.5389 -18.7999 7.6663 0.240 -0.014 -0.165 -0.18
O -32.0634 -17.6841 6.8621 -0.072 0.283 -0.047 -0.21
O -31.5350 -18.8108 9.9189 0.297 -0.055 -0.099 -0.04
H -33.4825 -19.0840 9.5548 -0.045 0.000 0.072 0.13
H -32.9249 -17.4282 9.2761 -0.192 0.009 -0.050 0.12
H -33.4968 -19.0721 7.2306 -0.069 0.183 0.008 0.13
H -31.8655 -19.6477 7.5217 0.010 -0.005 0.089 0.13
H -31.2804 -17.2972 7.2637 0.097 -0.492 0.410 0.01
H -30.7750 -18.3207 9.5914 0.071 -0.028 0.158 0.08
```
Forces are in eV/Å.

Properties
- E_HOMO: -13.543 eV
- HOMO-LUMO gap: 9.543 eV
- Multiplicity: 1
- Total charge: +1



[5]
# C2H10F6O11PtS2

A molecular structure, C2H10F6O11PtS2 at a distorted geometry (ωB97M-V with the def2-TZVPD basis set, OMol25).

```
32
Properties=species:S:1:pos:R:3:forces:R:3:mulliken_spin:R:1
Pt 0.3536 0.8671 -0.9220 2.081 -2.128 1.200 1.65
C -2.6740 -2.1701 0.6403 0.908 -0.782 -0.909 0.00
F -3.5667 -1.3330 1.1194 -0.350 0.568 0.379 0.00
F -1.6115 -2.2318 1.4292 0.367 0.593 0.298 0.00
F -3.1822 -3.4011 0.6451 -0.504 -0.088 -0.347 0.00
S -2.1973 -1.6910 -1.1164 -2.066 -1.635 -1.222 0.01
O -1.4474 -0.4499 -1.0023 -0.247 0.814 0.381 0.05
O -1.4407 -2.8040 -1.6468 0.986 0.211 0.676 0.00
O -3.4742 -1.5509 -1.7862 0.358 0.552 0.687 0.00
C 0.7649 0.0578 3.5913 0.064 -0.466 -2.133 0.00
F 1.4935 -0.2302 4.6430 -0.189 0.236 0.224 0.00
F -0.4719 -0.4072 3.7020 0.101 0.201 0.497 0.00
F 0.6851 1.4165 3.4322 0.095 -0.142 0.463 0.00
S 1.5310 -0.7033 2.0290 1.157 -2.122 0.500 0.01
O 2.8883 -0.1802 1.9756 -0.812 0.533 -0.216 0.00
O 1.4405 -2.1279 2.2958 -0.186 1.316 -0.060 0.01
O 0.6743 -0.3049 0.8963 -0.264 0.198 0.731 0.09
O 0.5479 2.3201 0.7868 -0.038 1.529 0.208 0.05
H 0.8552 3.2180 0.6077 0.031 -0.150 0.005 0.00
H 0.7956 2.1425 1.7093 -0.088 -0.445 -0.210 0.00
O 2.5934 1.0925 -1.0579 0.918 0.250 -0.105 0.06
H 3.2040 0.5021 -0.5857 -0.458 -0.007 0.318 0.00
H 3.0653 1.3744 -1.8505 -0.192 0.032 0.020 0.00
O -1.4449 2.3163 -1.2057 -1.449 1.085 -0.485 0.00
H -2.3642 2.0068 -1.2596 0.282 -0.245 0.046 0.00
H -1.5023 3.2220 -0.8761 0.017 -0.131 0.052 0.00
O 1.1050 -1.3080 -1.8450 -0.031 -0.601 -0.196 0.03
H 0.4972 -2.0312 -1.5838 -0.184 0.261 -0.149 0.00
H 1.8511 -1.7492 -2.2655 -0.008 0.113 0.064 0.01
O 0.3970 1.2682 -3.1293 -0.281 0.894 -1.184 0.03
H 0.8818 0.9614 -3.9058 0.014 -0.306 0.286 0.01
H -0.2473 1.9081 -3.4645 -0.035 -0.140 0.183 0.00
```
Forces are in eV/Å.

Properties
- E_HOMO (spin up / spin down): -9.549 / -9.456 eV
- HOMO-LUMO gap (spin up / spin down): 8.417 / 8.041 eV
- Multiplicity: 3



[6]
# C2H10N2

2 unconnected molecules or ions with the total composition C2H10N2 at a distorted geometry (ωB97M-V with the def2-TZVPD basis set, OMol25).

```
14
Properties=species:S:1:pos:R:3:forces:R:3:lowdin_charge:R:1
C 0.9752 0.9407 -1.8077 -1.518 2.749 -0.183 -0.18
C -0.7440 -0.7505 1.6980 -2.160 0.909 1.836 -0.26
H 1.0889 0.6648 0.2875 0.075 -0.391 -0.139 0.04
H 0.1640 1.9650 0.0131 0.745 -2.496 -1.891 0.12
H 0.3744 1.7496 -2.3116 0.678 -0.713 0.179 0.07
H 2.0124 1.1330 -2.1339 0.093 0.336 1.371 0.06
H 0.7562 0.0845 -2.3974 -0.750 -1.323 0.273 0.03
H -1.7165 -1.8842 0.2516 2.316 0.426 0.359 0.10
H 0.0081 -1.6627 0.1232 2.108 0.150 -2.838 -0.01
H 0.0688 -0.7515 2.5563 -1.223 -0.232 -2.193 0.10
H -0.9094 0.2376 1.2003 0.677 -0.365 1.060 0.03
H -1.7226 -0.9307 2.2428 1.125 0.342 -0.078 0.07
N 0.3986 0.9588 -0.3960 0.983 2.127 -0.031 -0.10
N -0.7541 -1.7543 0.6739 -3.150 -1.520 2.275 -0.08
```
Forces are in eV/Å.

Properties
- E_HOMO: -8.494 eV
- HOMO-LUMO gap: 9.493 eV
- Multiplicity: 1
- Structure (SMILES): CN.CN



[7]
# C2H10N2

2 unconnected molecules or ions with the total composition C2H10N2 (ωB97M-V with the def2-TZVPD basis set, OMol25).

```
14
Properties=species:S:1:pos:R:3:forces:R:3:lowdin_charge:R:1
N -1.7384 0.4281 -2.2874 0.776 0.033 -0.455 0.02
H -2.5408 0.5095 -2.8846 -0.292 0.194 0.364 0.00
H -1.4061 -0.5196 -2.2710 -0.067 -0.103 0.204 -0.01
H -1.7777 0.8439 -1.3711 -0.446 -0.142 -0.096 0.00
C 0.8874 -0.8455 -0.1127 -0.877 -0.126 -0.079 -0.15
N 0.2525 -0.4514 1.1234 -0.554 -0.257 0.194 -0.20
C 0.7000 0.7753 1.7272 0.188 0.148 -0.230 -0.16
H 0.4926 -0.2537 -0.9435 0.295 0.239 0.039 0.05
H 1.9756 -0.7696 -0.0924 0.207 -0.145 -0.072 0.07
H 0.5408 -1.8615 -0.3263 0.463 -0.026 -0.017 0.08
H 0.1749 -1.2160 1.7761 0.233 0.116 -0.003 0.09
H 1.7866 0.9057 1.6493 0.107 0.041 0.108 0.07
H 0.4184 0.8229 2.7732 -0.042 -0.101 0.158 0.07
H 0.2343 1.6317 1.2397 0.008 0.130 -0.113 0.07
```
Forces are in eV/Å.

Properties
- E_HOMO: -8.576 eV
- HOMO-LUMO gap: 9.699 eV
- Multiplicity: 1
- Structure (SMILES): CNC.N



[8]
# C2H10N2

2 unconnected molecules or ions with the total composition C2H10N2 at a distorted geometry (ωB97M-V with the def2-TZVPD basis set, OMol25).

```
14
Properties=species:S:1:pos:R:3:forces:R:3:lowdin_charge:R:1
N 2.4901 2.2851 -2.0545 4.119 -2.276 -0.725 0.03
H 1.9874 2.3201 -2.8902 -1.477 0.131 -0.944 -0.01
H 2.0424 2.2516 -1.2209 -2.797 1.030 2.666 -0.06
H 2.8724 1.3124 -1.9620 0.151 1.112 -0.988 0.04
C -0.6302 -0.2945 -0.2626 -0.505 -2.299 -0.353 -0.13
C -0.6465 -0.6705 1.2292 0.499 1.623 1.534 -0.39
N -1.4996 -1.8194 1.5653 3.769 -1.322 2.521 -0.05
H 0.2988 0.2143 -0.7377 -1.979 -0.863 0.988 0.09
H -1.6131 0.0716 -0.4660 -0.313 1.913 -0.382 0.04
H -0.9431 -1.2849 -0.7285 1.703 0.573 -0.054 0.08
H -1.0635 0.2117 1.9028 1.505 -1.131 -1.370 0.12
H 0.4053 -0.9593 1.5173 -1.115 0.518 0.062 0.11
H -1.2634 -2.0216 2.6270 -1.098 0.356 -2.945 0.12
H -2.4371 -1.6166 1.4809 -2.464 0.635 -0.012 0.01
```
Forces are in eV/Å.

Properties
- E_HOMO: -9.306 eV
- HOMO-LUMO gap: 10.217 eV
- Multiplicity: 1
- Structure (SMILES): CCN.N



[9]
# C2H10N2O

2 unconnected molecules or ions with the total composition C2H10N2O at a distorted geometry (ωB97M-V with the def2-TZVPD basis set, OMol25).

```
15
Properties=species:S:1:pos:R:3:forces:R:3:lowdin_charge:R:1
C -0.3386 -0.7649 -0.5434 -0.803 0.392 -0.894 -0.25
C 0.9399 -0.4699 0.2359 0.608 1.035 -0.489 -0.30
N 1.6193 -1.6092 0.7892 -1.281 -1.377 -0.092 -0.01
N -1.4745 0.1379 -0.1372 1.034 -0.709 -0.028 -0.02
H -0.7115 -1.7887 -0.5426 0.557 -0.353 0.588 0.10
H -0.1763 -0.5655 -1.6087 0.140 0.050 0.092 0.10
H 0.6640 0.2829 0.9822 0.222 -0.391 0.378 0.11
H 1.6149 0.0852 -0.4351 -0.172 0.073 -0.052 0.10
H 1.7920 -2.3464 0.1213 -0.016 0.161 -0.041 0.07
H 2.4055 -1.5200 1.3862 0.499 0.710 0.323 0.05
H -1.4258 0.1842 0.8761 -0.344 0.058 0.071 0.07
H -2.2998 -0.4009 -0.3664 -0.377 0.399 0.103 0.07
H -1.0343 2.1825 -0.2769 -0.400 -1.108 0.092 -0.03
H -0.6707 3.5599 -0.6181 0.213 0.759 -0.299 0.02
O -0.9041 3.0329 0.1376 0.119 0.302 0.249 -0.07
```
Forces are in eV/Å.

Properties
- E_HOMO: -9.060 eV
- HOMO-LUMO gap: 10.123 eV
- Multiplicity: 1
- Structure (SMILES): NCCN.O



[10]
# C2H10N2O

A molecular structure, C2H10N2O at a distorted geometry (ωB97M-V with the def2-TZVPD basis set, OMol25).

```
15
Properties=species:S:1:pos:R:3:forces:R:3:lowdin_charge:R:1
C 2.2613 -0.4695 0.5541 -1.680 2.539 1.128 -0.33
O 1.5061 -1.2912 -0.1612 -2.111 -0.408 -1.334 -0.29
H 0.3653 -0.6647 -0.4706 1.681 -0.205 0.647 0.12
H 2.8391 -0.9524 1.3540 -0.121 0.199 0.021 0.07
H 2.8778 0.2424 -0.0169 0.282 -0.209 0.004 0.06
H 0.1686 0.6993 0.5358 -1.996 -0.958 -2.235 0.14
C -1.7154 -0.3504 0.3467 -0.013 0.095 -0.023 -0.07
N -0.5241 0.2449 -0.2554 1.809 0.352 1.635 -0.24
N -0.7171 1.1457 -1.3340 -0.030 0.039 0.111 0.03
H 1.4567 0.3904 1.1240 2.008 -1.379 -0.250 0.08
H -1.1609 0.6399 -2.0972 0.156 0.028 0.122 0.09
H -1.3393 1.9048 -1.0596 0.022 -0.164 0.053 0.08
H -1.3829 -0.9926 1.1632 -0.110 0.050 -0.016 0.09
H -2.2336 -0.9639 -0.3959 0.091 0.064 0.062 0.09
H -2.4017 0.4173 0.7130 0.013 -0.043 0.074 0.08
```
Forces are in eV/Å.

Properties
- E_HOMO: -8.239 eV
- HOMO-LUMO gap: 8.886 eV
- Multiplicity: 1



Summary of electronic energy in hartree
-921.98951 -565.81515 -2560.66978 -403.07231 -2424.63936 -191.62657 -191.67937 -191.64153 -266.92407 -266.81898
(order as listed above)
Summary of relative energy (zero: lowest compared OMol25 entry of this formula, charge and spin) in kcal/mol
14.80 128.09 55.20 0.22 14.14 44.45 11.31 35.06 12.66 78.61
(order as listed above)